1.
The following is a quantum chemistry calculation of 2 unconnected molecules or ions with the total composition C3H5BrO at a distorted geometry, from the Open Molecules 2025 dataset.

Summary:
**F_max**: 5.4 eV Å⁻¹
**Energy relative to the best compared isomer or geometry (same formula, charge and spin)**: 277.8 kJ/mol
**Net charge**: 0
**Lowest unoccupied orbital energy**: 0.660 eV
**HOMO level**: -9.85 eV
**M**: 136.98 g mol⁻¹

Last column: Löwdin charge in e.
Cartesian coordinates (Å):
O: -0.71 -0.34 -1.85  -0.062
H: 1.68 0.11 0.29  0.083
Br: -2.31 1.92 -2.11  0.723
H: 0.61 -1.31 0.45  0.100
C: 0.58 -0.16 0.36  -0.055
C: -0.03 0.44 -0.92  -0.350
H: 0.71 0.93 -1.50  0.121
H: 0.17 0.07 1.37  0.073
C: -1.48 0.50 -1.23  -0.856
H: -2.43 -0.16 -0.20  0.223

---

2.
The following is a quantum chemistry calculation of C25H24N2O7 in the gas phase, from the Open Molecules 2025 dataset.

Summary:
**F_max**: 1.0 eV Å⁻¹
**Energy relative to the best compared isomer or geometry (same formula, charge and spin)**: 0.0 kJ/mol
**Net charge**: 0
**Lowest unoccupied orbital energy**: 0.184 eV
**HOMO level**: -8.56 eV
**SMILES**: Cc1cc(=O)oc2cc(OCC(=O)N3CCN(C(=O)[C@H]4COc5ccccc5O4)CC3)ccc12
**M**: 464.47 g mol⁻¹

Last column: Löwdin charge in e.
Cartesian coordinates (Å):
C: -4.43 4.03 -4.26  0.000
C: -2.37 2.21 -3.85  -0.003
H: -1.91 2.50 -5.92  0.102
O: 1.03 -1.88 3.13  -0.054
C: -1.42 -0.78 -0.29  -0.094
O: -3.68 2.50 1.65  0.079
C: -3.61 1.70 0.73  -0.383
C: -1.08 -0.17 2.02  -0.099
H: 7.36 -0.62 2.87  0.092
H: -1.58 1.49 -3.68  0.118
O: -3.00 1.93 -1.58  -0.011
C: 2.71 -2.39 1.44  0.094
O: 4.37 -2.83 -0.13  0.136
H: 2.08 -3.05 0.86  0.125
H: 7.54 -1.77 -0.41  0.125
C: 7.20 -0.28 1.85  -0.034
H: -5.23 4.73 -4.38  0.120
C: 0.13 -2.80 2.55  -0.082
C: 6.22 -1.17 1.15  -0.202
N: -0.85 -1.16 0.99  -0.038
C: -4.23 3.48 -2.99  -0.199
O: 5.88 -3.33 -1.67  0.115
H: -3.35 -0.25 -1.08  0.120
C: -4.08 2.09 -0.68  -0.194
H: -5.37 3.69 0.01  0.144
C: 3.13 -0.88 3.27  0.004
H: 0.58 -3.79 2.46  0.142
H: -0.71 -2.86 3.26  0.142
H: 8.16 -0.28 1.33  0.082
C: 2.27 -1.75 2.59  -0.244
C: -2.59 0.06 2.17  -0.097
H: -0.95 0.14 -0.63  0.135
H: 2.76 -0.39 4.16  0.119
H: -3.77 4.10 -6.28  0.102
H: -0.65 -0.47 2.97  0.120
H: -1.23 -1.59 -0.99  0.128
H: 5.06 -0.01 3.37  0.112
C: -4.56 3.54 -0.69  -0.110
C: -3.60 3.67 -5.31  -0.091
H: -3.08 -0.86 2.52  0.135
H: -3.41 -1.49 0.19  0.140
C: 4.89 -1.32 1.68  -0.116
C: 4.41 -0.68 2.83  -0.009
H: -2.79 0.87 2.88  0.125
C: 4.01 -2.18 0.99  -0.169
H: 6.83 0.74 1.88  0.092
O: -0.43 -3.25 0.28  0.064
N: -3.16 0.44 0.89  -0.039
H: -4.92 1.44 -0.98  0.177
C: -2.93 -0.55 -0.13  -0.102
C: 5.63 -2.71 -0.67  -0.443
C: -0.41 -2.42 1.17  -0.444
H: -3.72 4.19 -0.42  0.152
H: -0.61 0.77 1.71  0.143
O: -5.05 3.88 -1.97  -0.010
C: 6.55 -1.84 0.03  0.059
C: -3.21 2.55 -2.80  -0.184
C: -2.57 2.77 -5.10  -0.092

---

3.
The following is a quantum chemistry calculation of 3 unconnected molecules or ions with the total composition C5H15N3O, from the Open Molecules 2025 dataset.

Summary:
**F_max**: 0.7 eV Å⁻¹
**Energy relative to the best compared isomer or geometry (same formula, charge and spin)**: 297.3 kJ/mol
**Net charge**: 0
**Lowest unoccupied orbital energy**: 0.751 eV
**HOMO level**: -6.56 eV
**M**: 133.19 g mol⁻¹

Last column: Löwdin charge in e.
Cartesian coordinates (Å):
H: 0.16 2.34 -1.41  0.110
H: 0.63 2.30 0.78  0.059
N: 0.18 -0.74 1.15  -0.144
H: 0.74 0.36 -2.81  0.060
H: 0.77 0.24 0.93  0.093
H: -1.23 0.29 2.28  0.075
H: -1.27 -1.46 2.52  0.091
H: 2.27 1.06 -2.26  0.077
H: 0.34 -2.85 1.14  0.090
O: -2.03 1.08 0.19  -0.089
H: 1.54 -1.99 0.15  0.075
H: 1.69 -1.99 1.92  0.092
H: 1.64 -0.37 -1.46  0.052
N: -2.15 0.48 -1.97  0.079
N: 1.09 1.54 0.28  -0.021
H: 0.06 -0.52 3.24  0.091
C: 1.35 0.57 -1.93  -0.093
H: -0.46 -0.66 0.32  0.095
H: -3.15 0.70 -2.00  0.085
C: -0.62 -0.60 2.39  -0.052
C: 0.64 1.47 -0.96  -0.356
C: -1.45 0.65 -0.81  -0.482
C: 0.98 -1.97 1.09  -0.050
H: -1.72 0.07 -2.78  0.062

---

4.
The following is a quantum chemistry calculation of a gas-phase ion, C5H6N (charge +1) at a distorted geometry, from the Open Molecules 2025 dataset.

Summary:
**F_max**: 4.2 eV Å⁻¹
**Energy relative to the best compared isomer or geometry (same formula, charge and spin)**: 628.6 kJ/mol
**Net charge**: +1
**Lowest unoccupied orbital energy (alpha / beta)**: -6.574 / -6.573 eV
**HOMO level (alpha / beta)**: -14.26 / -14.26 eV
**M**: 80.11 g mol⁻¹

Last column: Löwdin charge in e.
Cartesian coordinates (Å):
C: 0.62 -0.73 -0.37  0.014
N: 0.58 0.13 -1.18  0.148
H: 0.33 -2.75 -0.71  0.131
H: -0.76 0.25 0.77  0.092
H: -0.63 1.93 1.54  0.088
C: -0.14 1.09 -1.51  0.097
H: -0.37 3.00 -0.37  0.093
H: 1.29 -2.32 0.84  0.135
C: 0.47 -2.04 0.14  0.025
C: -0.28 2.01 -0.47  -0.082
H: -0.55 -1.95 0.67  0.162
C: -0.55 1.37 0.65  0.094

---

5.
The following is a quantum chemistry calculation of 3 unconnected molecules or ions with the total composition C4H7NO at a distorted geometry, from the Open Molecules 2025 dataset.

Summary:
**F_max**: 1.2 eV Å⁻¹
**Energy relative to the best compared isomer or geometry (same formula, charge and spin)**: 328.9 kJ/mol
**Net charge**: 0
**Lowest unoccupied orbital energy**: 0.331 eV
**HOMO level**: -10.26 eV
**SMILES**: C=CC#N.[H][H].C=O
**M**: 85.11 g mol⁻¹

Last column: Löwdin charge in e.
Cartesian coordinates (Å):
H: -2.33 0.45 -1.71  0.102
C: -1.66 0.33 -0.87  -0.159
C: 1.35 -1.43 0.27  -0.177
H: -0.87 2.28 -0.94  0.074
H: 1.17 -2.42 -0.16  0.081
H: 0.99 -1.28 1.31  0.081
H: 1.80 1.83 1.47  0.052
N: -1.64 -2.02 0.25  0.155
H: -0.17 1.19 0.38  0.025
C: -1.66 -0.97 -0.24  -0.239
O: 1.89 -0.54 -0.35  -0.063
C: -0.86 1.31 -0.44  0.044
H: 2.00 1.27 1.02  0.026

---

6.
The following is a quantum chemistry calculation of 3 unconnected molecules or ions with the total composition C33H67N2O5S2 at a distorted geometry, from the Open Molecules 2025 dataset.

Summary:
**F_max**: 1.0 eV Å⁻¹
**Energy relative to the best compared isomer or geometry (same formula, charge and spin)**: 10.3 kJ/mol
**Net charge**: +1
**Lowest unoccupied orbital energy**: -2.931 eV
**HOMO level**: -11.07 eV
**M**: 636.04 g mol⁻¹

Last column: Löwdin charge in e.
Cartesian coordinates (Å):
H: 3.71 -3.03 0.54  0.100
N: 1.90 -1.98 0.59  -0.099
H: -4.02 -3.83 2.74  0.078
H: 1.66 4.45 -2.25  0.103
C: -2.16 0.43 -0.19  -0.198
C: 2.71 -3.16 0.13  -0.058
H: -1.65 2.06 -3.03  0.108
O: 2.63 -1.88 -1.95  -0.100
H: 4.50 -4.32 -1.24  0.078
N: -1.85 -0.56 -1.25  -0.175
C: -2.56 3.72 0.13  -0.230
O: 5.60 -3.34 1.27  0.061
H: 3.06 0.06 -1.72  0.130
C: 0.25 2.76 -3.71  -0.205
H: -4.23 -5.31 1.79  0.097
H: -3.07 1.85 -1.53  0.094
H: -7.73 -5.66 -0.37  0.083
H: 7.38 -2.04 3.08  0.101
C: -0.60 1.85 -2.81  -0.215
H: 1.03 -1.98 0.04  0.085
C: 2.70 -0.77 0.24  -0.073
H: -2.97 7.77 1.43  0.107
H: -0.36 4.68 -4.47  0.105
H: -1.07 6.42 1.44  0.110
H: -3.46 4.98 1.61  0.111
C: -7.23 -5.93 0.57  -0.061
H: 2.17 7.21 -5.48  0.071
H: -0.40 2.12 -1.76  0.100
S: -3.74 -2.43 -1.27  0.767
H: -1.03 -0.01 -3.79  0.127
C: 7.57 -2.97 2.55  0.024
H: -1.82 -2.14 2.17  0.085
H: -4.22 0.84 -0.65  0.109
C: -2.28 -1.85 -0.92  -1.085
H: 4.16 -3.63 -2.85  0.096
C: -0.33 0.36 -3.04  -0.159
H: 1.31 2.57 -3.51  0.108
H: 3.00 5.79 -3.61  0.103
H: 2.25 -4.07 0.53  0.150
H: 1.43 -1.00 2.40  0.138
H: 5.34 -3.96 5.73  0.084
H: 0.68 0.23 -3.44  0.113
H: 2.40 -2.46 2.58  0.143
H: 2.09 0.12 0.42  0.130
H: -5.20 -3.88 1.42  0.050
H: 1.39 7.66 -3.95  0.074
H: 0.24 -0.16 -1.02  0.102
C: 6.45 -5.04 4.23  -0.216
C: 0.28 -2.82 2.26  -0.220
H: -1.31 5.89 -0.23  0.093
C: -0.90 -2.11 1.58  -0.433
H: 6.86 -3.18 5.26  0.071
H: 7.47 -5.26 3.94  0.116
H: -7.22 -3.90 1.34  0.110
H: -1.25 1.00 0.03  0.114
H: -1.55 3.38 -0.15  0.100
H: -8.61 -4.85 1.82  0.125
C: 6.24 -3.62 2.25  -0.512
C: -2.45 4.77 1.23  -0.213
C: 3.26 -0.87 -1.19  -0.143
H: 0.41 -3.81 1.82  0.094
C: 1.56 -2.02 2.05  -0.119
H: -7.58 -6.91 0.88  0.085
C: 3.72 -4.10 -1.97  0.002
H: 0.70 5.92 -2.38  0.100
H: -0.96 4.35 -2.86  0.097
H: -4.46 2.80 0.59  0.118
C: 1.08 5.06 -2.94  -0.227
C: -7.54 -4.90 1.63  -0.232
H: 6.88 -4.61 6.29  0.089
O: -5.38 -5.17 4.40  0.108
H: -0.18 -1.53 -2.05  0.089
H: -0.66 -1.06 1.41  0.070
H: 4.35 -1.00 -1.16  0.136
C: 2.02 5.59 -4.04  -0.270
H: -1.87 4.37 2.07  0.109
C: 1.50 6.86 -4.70  -0.112
H: 1.65 -3.61 -1.65  0.139
H: -2.98 4.20 -0.77  0.123
O: -6.99 -5.26 2.91  0.004
C: -5.72 -4.96 3.26  -0.529
C: -0.48 -0.51 -1.80  -0.214
C: -2.84 7.20 0.50  -0.268
H: -3.82 6.77 0.25  0.104
C: 6.38 -4.14 5.45  -0.059
H: 0.52 6.71 -5.15  0.068
C: -0.09 4.25 -3.51  -0.198
H: 8.24 -3.57 3.14  0.077
H: 0.10 -2.95 3.32  0.130
C: -3.28 1.40 -0.56  -0.175
H: 2.15 4.81 -4.81  0.107
H: 3.30 -5.06 -2.28  0.088
C: 2.63 -3.20 -1.39  -0.341
H: 0.05 2.46 -4.74  0.117
C: -1.82 6.08 0.73  -0.219
H: -2.60 7.75 -1.59  0.070
H: 3.53 -0.74 0.96  0.140
C: -4.75 -4.46 2.22  0.005
S: -1.13 -2.95 -0.02  0.892
C: -3.41 2.51 0.49  -0.201
H: -6.16 -6.00 0.38  0.067
C: -2.41 8.17 -0.60  -0.116
O: 5.71 -4.50 3.11  0.007
H: 8.04 -2.73 1.60  0.096
H: -3.10 2.12 1.47  0.114
H: -2.48 -0.09 0.72  0.108
H: 5.95 -5.99 4.43  0.126
H: -1.33 8.35 -0.54  0.070
H: -2.92 9.13 -0.53  0.069